# 1
DFT (the ωB97M-V functional and the def2-TZVPD basis) results for a cluster of 2 separate species, CH2N4S in total in a non-equilibrium geometry.

As for the energy above the lowest of the compared OMol25 structures with the same formula, charge and spin: 0.0 kJ/mol. Its HOMO energy is -7.72 eV. As for the HOMO-LUMO gap: 8.0 eV. As for the LUMO energy: 0.2 eV. Its largest force on an atom is 0.093 hartree/bohr.

Positions of all 8 atoms, in Å:
1 C 0.769454 0.090333 0.790591
2 N -2.441606 -0.136802 -1.204912
3 N 0.139748 0.838568 1.459686
4 N -1.600221 -0.714150 -1.620937
5 N 1.274676 -0.354474 -0.353715
6 S -0.834170 1.808152 2.185961
7 H 2.106890 -0.944288 -0.224803
8 H 0.585229 -0.587339 -1.031872

Forces on the atoms, in the same order (eV/Å):
-1.263 2.401 2.087
1.424 -1.036 -0.762
2.089 -3.022 -3.027
-1.509 1.072 0.779
1.524 -0.529 0.788
-1.269 1.382 1.499
-0.869 0.214 -0.631
-0.126 -0.482 -0.732


# 2
DFT (the ωB97M-V functional and the def2-TZVPD basis) results for an isolated molecule of C6H9BrClN3 in a non-equilibrium geometry.

As for the energy above the lowest of the compared OMol25 structures with the same formula, charge and spin: 0.0 kJ/mol. Its HOMO energy (spin up / spin down) is -5.65 / -8.83 eV. The spin multiplicity is 3. As for the HOMO-LUMO gap (spin up / spin down): 6.5 / 5.9 eV. As for the LUMO energy (spin up / spin down): 0.8 / -2.9 eV. Its expectation value of S² is 2.01. Its largest force on an atom is 0.093 hartree/bohr.

Positions of all 20 atoms, in Å:
1 C -0.987858 1.881529 -1.321781
2 C 1.668422 -1.605242 -0.532525
3 C 1.366726 -1.254498 0.890036
4 C 0.043677 0.837202 -1.405266
5 C 0.253739 -1.306597 -0.128368
6 C -1.636486 0.396211 1.626455
7 N -1.816781 1.674999 -0.365363
8 N -0.379436 -0.153985 -0.614886
9 N -1.668036 0.508522 0.199198
10 Cl -1.041596 3.235916 -2.326982
11 Br 1.870582 2.002679 -0.539694
12 H 2.190106 -0.862287 -1.112105
13 H 1.906782 -2.624378 -0.799643
14 H 1.400879 -2.033427 1.637482
15 H 1.693516 -0.287950 1.240813
16 H 0.522051 0.612318 -2.344909
17 H -0.435085 -2.140538 -0.067007
18 H -0.702336 0.766340 2.054968
19 H -2.463023 0.997807 2.004261
20 H -1.785845 -0.644620 1.905316

Forces on the atoms, in the same order (eV/Å):
3.329 -2.038 -1.768
-0.042 -0.049 -0.071
0.088 -0.125 0.277
-3.032 2.266 -2.301
0.056 -0.332 0.234
-0.100 -0.113 0.665
-2.355 1.752 1.808
-2.683 -0.002 3.025
3.270 -2.359 -2.535
-0.055 0.202 -0.002
1.298 0.770 0.840
0.026 0.155 -0.053
-0.060 -0.050 0.074
-0.065 -0.110 -0.008
-0.029 0.114 -0.113
0.136 -0.002 0.030
0.081 -0.097 0.019
0.079 0.076 -0.101
0.026 -0.078 -0.039
0.033 0.019 0.020


# 3
DFT (the ωB97M-V functional and the def2-TZVPD basis) results for a structure of composition C20H28IrNO2S in a non-equilibrium geometry.

As for the energy above the lowest of the compared OMol25 structures with the same formula, charge and spin: 161.4 kJ/mol. Its HOMO energy (spin up / spin down) is -8.38 / -12.06 eV. The spin multiplicity is 6. As for the net charge: +1. As for the HOMO-LUMO gap (spin up / spin down): 6.1 / 5.9 eV. As for the LUMO energy (spin up / spin down): -2.2 / -6.1 eV. Its expectation value of S² is 8.77. Its largest force on an atom is 0.164 hartree/bohr.

Positions of all 53 atoms, in Å:
1 O -2.631156 -0.960922 -2.433435
2 C -2.042342 -0.800994 -1.112175
3 C -2.273609 0.714971 -1.058438
4 H -0.984249 -1.100778 -1.130433
5 H -2.588965 -1.357790 -0.344983
6 C -2.998525 0.452996 -2.395532
7 H -1.359723 1.305629 -1.149415
8 H -2.907991 1.056071 -0.230550
9 C -2.434476 1.243733 -3.558749
10 H -1.486629 0.827425 -3.913462
11 H -2.293235 2.290275 -3.254041
12 H -3.163197 1.196792 -4.372598
13 C -4.496458 0.596817 -2.249761
14 H -4.857165 -0.073168 -1.457349
15 H -4.923342 0.289794 -3.207318
16 H -4.756355 1.639304 -2.033435
17 Ir 1.178055 0.215984 1.463441
18 C 2.452902 1.457682 2.796557
19 C 3.134364 0.252906 2.395200
20 C 3.302899 0.301880 0.969079
21 H 3.473579 -0.538247 3.068721
22 C 2.713138 1.545720 0.502034
23 C 2.156572 2.232779 1.629195
24 H 1.593612 3.165629 1.560127
25 H 2.222321 1.754191 3.824557
26 H 3.786647 -0.469101 0.369991
27 H 2.695534 1.982703 -0.481921
28 C -0.314105 -0.679180 4.051508
29 C -0.124777 0.359078 2.913643
30 C -0.823746 -0.159404 1.710628
31 H -0.275733 1.381469 3.266660
32 C -1.281100 -1.522266 2.072082
33 C -0.997658 -1.808232 3.353037
34 H -1.252513 -2.706944 3.915411
35 H -0.945110 -0.235798 4.843723
36 H -1.441354 0.510591 1.103913
37 H -1.835946 -2.127656 1.352788
38 O 1.244219 -0.590108 -0.693738
39 C 1.515466 0.399923 -1.769806
40 C 1.324628 -0.246302 -3.117154
41 H 2.592246 0.635516 -1.728447
42 H 0.861902 1.263227 -1.572399
43 C 1.730885 -1.698517 -2.833299
44 H 2.003279 0.225562 -3.843039
45 H 0.291456 -0.133188 -3.481576
46 C 1.771036 -1.838165 -1.321140
47 H 2.724713 -1.923706 -3.254880
48 H 1.023269 -2.386337 -3.308880
49 H 2.815639 -1.946500 -0.993989
50 H 1.113309 -2.648332 -0.969149
51 S 2.975821 0.175249 6.150429
52 C 1.815738 -0.450266 5.299134
53 N 0.976222 -1.071981 4.659227

Forces on the atoms, in the same order (eV/Å):
0.318 0.814 0.898
0.508 -0.546 -0.143
-0.063 -0.854 -0.264
-0.400 -0.060 0.175
-0.001 -0.047 -0.244
-0.091 0.781 0.225
-0.136 0.059 0.077
0.157 0.082 -0.344
-0.433 -0.070 -0.174
-0.156 0.115 0.150
-0.070 -0.230 -0.202
0.289 0.172 -0.168
0.141 -0.226 -0.360
-0.003 0.291 -0.181
-0.356 0.063 0.186
-0.078 -0.213 -0.051
-1.155 -2.151 -2.059
1.219 1.004 0.643
1.171 0.619 0.331
1.090 1.379 -0.122
-0.116 0.362 -0.377
1.290 0.287 0.926
0.925 0.218 0.217
0.346 -0.341 0.200
0.028 -0.322 -0.559
-0.178 0.359 0.183
0.093 -0.259 0.181
0.474 0.185 -0.407
-2.888 0.147 2.292
-2.937 -1.996 1.632
0.064 -0.097 -0.249
-1.196 3.289 -7.656
1.879 -1.559 6.586
0.003 0.261 -0.351
0.285 -0.153 0.000
0.459 -0.532 -0.187
0.154 0.180 0.550
0.442 -0.517 -3.331
0.151 0.286 0.399
-0.436 0.050 -0.096
-0.508 0.153 0.186
0.470 -0.208 -0.095
-0.001 -0.208 -0.805
-0.345 -0.102 0.203
0.414 -0.312 0.171
-0.387 -0.308 0.989
-0.405 0.115 0.187
0.139 0.073 0.277
-0.432 -0.214 0.187
0.556 0.254 0.110
-0.130 0.041 -0.149
-1.431 -1.450 -0.751
1.271 1.333 1.163


# 4
DFT (the ωB97M-V functional and the def2-TZVPD basis) results for a cluster of 2 separate species, C5H8N2O3 in total in a non-equilibrium geometry.

As for the energy above the lowest of the compared OMol25 structures with the same formula, charge and spin: 44.3 kJ/mol. Its HOMO energy is -9.34 eV. As for the SMILES: O=C1CN=C2OCCN12.O. As for the HOMO-LUMO gap: 9.8 eV. As for the LUMO energy: 0.5 eV. Its largest force on an atom is 0.032 hartree/bohr.

Positions of all 18 atoms, in Å:
1 O -1.572734 1.253887 1.933224
2 C -1.036531 0.306413 1.396849
3 C -0.843213 -1.129584 1.905148
4 N -0.278434 -1.907635 0.803276
5 C -0.182943 -1.072817 -0.151335
6 O 0.363339 -1.177420 -1.348557
7 C 0.196337 0.071367 -2.064782
8 C -0.576435 1.027735 -1.119832
9 N -0.667143 0.203305 0.061322
10 H -0.171025 -1.120632 2.776442
11 H -1.808715 -1.539780 2.238074
12 H 1.195060 0.451058 -2.303698
13 H -0.356542 -0.144815 -2.984655
14 H -0.008526 1.943173 -0.916289
15 H -1.568683 1.290639 -1.505111
16 H 2.087123 0.347138 1.118315
17 O 2.303430 0.875965 0.321195
18 H 2.925633 0.322003 -0.159584

Forces on the atoms, in the same order (eV/Å):
0.790 -0.465 -0.202
-1.559 0.351 -0.472
0.146 0.072 0.286
0.473 0.021 -0.343
-0.150 0.097 0.902
0.022 -0.343 -0.612
-0.001 0.078 -0.073
0.155 0.374 0.172
0.035 0.076 0.391
-0.172 -0.108 -0.192
0.245 0.222 -0.086
-0.260 -0.100 0.039
0.158 0.053 0.192
-0.144 -0.214 -0.066
0.197 -0.075 0.086
0.210 0.486 -0.665
-0.232 -0.490 0.645
0.085 -0.034 -0.004